(1)
Formula: C53H68B2F10I2N4O38S
Source: OMol25
Level of theory: the ωB97M-V functional and the def2-TZVPD basis

```
! wB97M-V def2-TZVPD RIJCOSX def2/J DEFGRID3
* xyz 0 1
I 3.696 2.625 -1.039
I 4.665 3.594 -4.147
S -7.001 -1.157 -3.132
F 0.992 0.223 14.114
F 2.121 -1.678 8.818
F -4.789 -8.671 -4.157
F -4.308 -3.719 5.371
F 8.339 4.571 -3.058
F -3.694 -7.438 -6.543
F -8.244 2.949 1.873
F 7.185 1.378 7.820
F -1.210 5.996 -10.295
F 2.075 -3.356 -4.816
O 1.814 -0.205 3.655
O 6.091 4.164 9.501
O 2.944 0.756 13.127
O 3.814 -2.033 7.370
O 5.329 -1.567 5.761
O -6.061 -8.089 -1.016
O 0.226 3.990 -7.908
O -0.812 -1.381 -2.473
O 4.361 0.105 6.921
O -2.203 -1.800 3.452
O -4.791 -9.601 -2.105
O 0.662 5.881 -9.049
O -1.148 -3.409 2.280
O -5.051 -9.742 0.135
O 3.998 -2.773 -5.834
O 2.580 1.895 3.149
O 5.847 5.780 0.396
O -5.711 -3.182 -4.679
O -2.836 2.091 1.595
O 6.850 5.409 -1.593
O 4.582 0.737 11.574
O -0.705 -6.890 -4.943
O 2.031 5.227 -7.377
O 5.614 -2.758 -7.415
O -1.243 4.363 -3.449
O 0.558 -6.192 -6.671
O -2.878 0.391 -0.094
O 5.298 2.201 8.734
O -6.307 1.907 2.352
O -1.559 -6.901 -7.027
O -6.876 -0.196 1.797
O 7.963 5.008 0.326
O 2.515 0.011 11.045
O -2.616 -3.967 3.904
O 3.993 3.523 10.014
O -4.895 0.202 2.794
O 3.560 -3.544 -7.910
O 0.125 -0.513 -4.461
N -5.628 -3.351 -2.415
N -0.387 2.140 -3.848
N 0.583 5.787 1.020
N -4.946 -4.385 -2.981
C -0.946 1.255 -2.739
C -5.278 -9.196 -0.891
C 6.793 5.431 -0.229
C -1.261 2.552 -0.354
C -0.871 4.211 -8.790
C 1.066 5.051 -8.045
C -3.258 -1.838 4.410
C -5.931 0.600 2.357
C 2.411 -3.806 -7.105
C -2.492 1.491 -3.032
C 0.536 3.227 -2.010
C 7.172 3.498 8.851
C -1.390 -2.423 -3.280
C -5.823 -0.176 -2.078
C -6.056 -2.654 -3.479
C 6.456 2.508 7.978
C 2.812 0.754 3.410
C -3.399 0.206 -3.078
C -5.571 -8.934 -3.075
C 1.537 0.718 12.977
C 0.757 1.053 -0.639
C 8.221 5.296 -1.919
C 1.346 -0.227 11.826
C 2.541 3.613 -3.605
C -2.080 -7.248 -4.831
C -0.470 -6.618 -6.255
C -0.276 1.924 -1.413
C 3.457 0.521 11.887
C 4.282 0.214 3.548
C 0.362 -0.041 1.691
C 3.357 -1.245 8.455
C -4.965 -4.296 -4.303
C 2.594 -2.851 -5.967
C 0.432 4.637 -1.264
C -0.277 5.143 -9.807
C 0.308 -0.244 0.105
C 3.295 0.131 7.869
C -4.922 0.695 -3.047
C 4.501 -3.004 -7.087
C -5.970 -7.668 -2.375
C 4.573 -1.200 6.601
C -8.008 0.630 1.527
C -2.402 -7.707 -6.224
C 8.788 4.555 -0.743
C -7.389 1.994 1.442
C -3.108 -3.211 4.995
C 1.503 -0.866 2.384
C -0.551 3.443 -3.176
C 5.029 3.317 9.472
C -1.916 -3.088 3.127
C 1.683 4.199 -4.752
C 2.046 3.192 -2.376
C 1.220 4.801 0.083
B -2.343 1.619 0.356
B -0.514 -0.205 -3.227
H -3.209 -0.561 -2.300
H 4.045 -1.343 9.297
H 7.805 3.016 9.599
H -0.676 -3.250 -3.527
H -2.406 -3.273 5.830
H -0.708 -0.639 -0.111
H 1.303 3.845 0.671
H -2.660 -6.370 -4.533
H 2.271 5.108 -0.142
H 4.836 0.579 2.651
H 0.232 4.643 -10.634
H 2.186 -1.852 -6.148
H -2.630 1.949 -4.048
H -0.595 5.030 -1.113
H 1.161 1.729 12.799
H -3.279 -0.244 -4.104
H 2.353 0.325 7.349
H -1.696 4.666 -8.237
H -8.724 0.545 2.347
H 4.253 -0.903 3.527
H 0.443 -0.014 11.256
H 2.294 4.684 -5.556
H 6.164 2.897 7.000
H -0.633 2.920 0.502
H -0.605 -0.409 2.130
H 1.326 -1.273 12.140
H -2.189 -8.761 -6.412
H -3.847 0.426 -0.150
H -1.916 -2.021 -4.180
H 1.259 6.549 1.121
H 1.058 -1.850 2.685
H 1.025 -1.081 -0.112
H -6.408 -9.569 -3.373
H 9.835 4.797 -0.561
H -3.139 -1.052 5.155
H 7.777 4.199 8.278
H 8.645 6.292 -2.071
H -7.013 2.259 0.450
H 2.423 -4.846 -6.782
H 1.059 5.028 -4.310
H -6.924 -7.279 -2.729
H 0.445 1.030 1.990
H -8.499 0.334 0.601
H -5.027 1.765 -2.747
H -2.224 -8.031 -4.088
H 0.557 1.923 -4.160
H -4.213 -1.700 3.904
H 3.451 0.906 8.614
H -5.216 -6.884 -2.463
H 4.728 0.556 4.510
H -6.490 0.538 -1.520
H 8.690 3.471 -0.845
H 0.519 5.358 1.946
H -1.215 3.276 -9.230
H -4.478 -5.011 -4.994
H 1.207 1.726 0.138
H -5.249 -0.807 -1.363
H -1.882 3.385 -0.793
H -2.195 -2.899 -2.649
H 1.492 -3.621 -7.659
H 2.410 -1.029 1.751
H 0.913 5.362 -1.982
H 0.827 -1.136 -4.185
H -2.974 2.246 -2.350
H -3.354 1.377 2.009
H 1.531 0.728 -1.391
H 0.974 3.500 -5.251
H -5.346 0.608 -4.075
*
```

Values from the calculation:
F_max (eV/Å): 5.23
Gap between HOMO and LUMO (eV): 7.87
LUMO (eV): -0.19

Results of the Mulliken charge analysis, in e, for atoms 1 through 5:
1. I 0.235
2. I -0.034
3. S -0.257
4. F -0.295
5. F -0.338

=====

(2)
Formula: C3H5BrFN
Source: OMol25
Level of theory: the ωB97M-V functional and the def2-TZVPD basis

```
! wB97M-V def2-TZVPD RIJCOSX def2/J DEFGRID3
* xyz 0 1
Br -3.671 -0.422 -0.148
F -1.480 1.685 -0.575
N -1.472 0.628 0.273
C 0.789 -0.015 0.578
C 1.956 -0.013 -0.033
C -0.510 -0.335 -0.137
H 2.051 -0.206 -1.091
H -0.863 -1.308 0.216
H -0.352 -0.363 -1.220
H 2.871 0.164 0.505
H 0.683 0.186 1.633
*
```

Values from the calculation:
F_max (eV/Å): 2.41
Gap between HOMO and LUMO (alpha / beta) (eV): 7.92 / 8.98
ΔE to the lowest compared entry with this formula, charge and spin (kcal per mole): 68.5
LUMO (alpha / beta) (eV): -2.31 / -1.42

Results of the natural (NBO) charge analysis, in e, for atoms 1 through 5:
1. Br -0.118
2. F -0.212
3. N 0.159
4. C -0.188
5. C -0.361

=====

(3)
Formula: C8H4MgNO5S
Source: OMol25
Level of theory: the ωB97M-V functional and the def2-TZVPD basis

```
! wB97M-V def2-TZVPD RIJCOSX def2/J DEFGRID3
* xyz 1 1
S -1.008 0.275 3.729
Mg -0.330 -0.540 -1.061
O 0.119 -4.005 -1.805
O 3.180 -0.985 -1.844
O -3.736 -0.445 -0.950
O -0.192 5.162 -1.258
O 1.040 0.597 -4.071
N -0.093 -0.313 1.392
C 1.028 -0.054 2.157
C -1.252 -0.123 2.090
C 1.490 -0.195 -3.188
C 0.073 4.353 -2.045
C 1.925 -0.743 -1.859
C 0.730 0.249 3.478
C -2.589 -0.649 -0.810
C 0.014 -2.853 -1.490
H 2.009 -0.118 1.704
H 1.468 0.432 4.240
H -1.624 0.183 -0.040
H -2.251 -0.230 1.631
*
```

Values from the calculation:
F_max (eV/Å): 8.15
Gap between HOMO and LUMO (alpha / beta) (eV): 5.95 / 3.45
ΔE to the lowest compared entry with this formula, charge and spin (kcal per mole): 125.4
LUMO (alpha / beta) (eV): -5.94 / -7.39

Results of the natural (NBO) charge analysis, in e, for atoms 1 through 5:
1. S 0.580
2. Mg 1.658
3. O -0.393
4. O -0.515
5. O -0.321

=====

(4)
Formula: C3H5NO
Source: OMol25
Level of theory: the ωB97M-V functional and the def2-TZVPD basis

```
! wB97M-V def2-TZVPD RIJCOSX def2/J DEFGRID3
* xyz 0 1
O 1.285 -0.221 1.620
N -0.719 1.159 0.015
C -1.106 -0.197 -0.325
C 0.301 0.266 -0.500
C 1.256 -0.412 0.426
H 0.675 0.503 -1.494
H 1.905 -1.176 -0.051
H -1.754 -0.314 -1.189
H -1.276 -0.905 0.485
H -0.621 1.267 1.022
*
```

Values from the calculation:
F_max (eV/Å): 0.50
Gap between HOMO and LUMO (eV): 11.07
ΔE to the lowest compared entry with this formula, charge and spin (kcal per mole): 34.2
LUMO (eV): 0.97
SMILES string: O=C[C@H]1CN1

Results of the natural (NBO) charge analysis, in e, for atoms 1 through 5:
1. O -0.531
2. N -0.561
3. C -0.226
4. C -0.212
5. C 0.420

=====

(5)
Formula: C3H9N2O
Source: OMol25
Level of theory: the ωB97M-V functional and the def2-TZVPD basis

```
! wB97M-V def2-TZVPD RIJCOSX def2/J DEFGRID3
* xyz 1 1
O 0.862 -1.330 -0.549
N 1.313 0.865 -0.153
N -0.815 0.048 0.349
C 0.637 -0.201 0.290
C -1.310 0.626 -0.895
C 2.048 1.714 -0.517
H -0.977 1.649 -1.082
H -0.964 -0.092 -1.662
H 1.010 -2.061 0.158
H -0.271 -2.182 2.014
H -1.032 0.616 1.208
H -2.406 0.636 -1.029
H 0.389 -1.778 2.289
H -1.217 -0.985 0.348
H 2.734 2.476 -0.768
*
```

Values from the calculation:
F_max (eV/Å): 3.71
Gap between HOMO and LUMO (eV): 8.70
ΔE to the lowest compared entry with this formula, charge and spin (kcal per mole): 141.7
LUMO (eV): -3.85

Results of the natural (NBO) charge analysis, in e, for atoms 1 through 5:
1. O -0.701
2. N -0.263
3. N -0.544
4. C 0.226
5. C -0.458

=====

(6)
Formula: C33H23BrN3OPPd
Source: OMol25
Level of theory: the ωB97M-V functional and the def2-TZVPD basis

```
! wB97M-V def2-TZVPD RIJCOSX def2/J DEFGRID3
* xyz -2 1
Pd 0.254 -1.664 0.129
Br -9.636 1.357 3.421
P 2.877 -3.128 -0.128
O -1.988 -0.762 -0.743
N -5.708 4.402 -0.087
N -4.506 4.105 -0.405
N -0.482 1.546 -0.848
C -0.378 3.928 -0.758
C 2.231 0.008 -2.791
C 2.805 -2.008 -1.593
C 1.372 -1.151 2.976
C 3.038 -2.625 -2.825
C 2.413 -0.675 -1.591
C -6.547 3.558 0.652
C 5.656 -2.566 -0.829
C 3.749 -1.229 3.423
C 4.726 -3.455 -0.289
C 2.844 -2.157 1.398
C -6.137 2.948 1.850
C -3.953 2.873 -0.438
C 1.504 -1.794 1.729
C -8.817 2.840 1.123
C -7.902 3.496 0.314
C 2.455 -0.619 -4.009
C -1.739 4.015 -0.626
C 2.454 -0.897 3.810
C -2.513 2.839 -0.603
C -1.817 1.619 -0.715
C 6.562 -4.976 0.184
C 7.470 -4.081 -0.364
C -3.999 0.434 -0.591
C 7.009 -2.872 -0.872
C -2.553 0.322 -0.681
C -7.044 2.304 2.666
C -8.382 2.250 2.294
C 2.871 -1.944 -4.022
C 5.209 -4.663 0.212
C 3.946 -1.853 2.198
C -4.639 1.625 -0.476
C 0.211 2.661 -0.864
H 8.526 -4.321 -0.395
H 3.047 -2.454 -4.962
H -9.862 2.792 0.845
H 3.333 -3.670 -2.845
H -5.091 2.980 2.126
H 1.289 2.564 -0.956
H 7.708 -2.162 -1.299
H 6.908 -5.923 0.586
H -8.227 3.982 -0.598
H 4.952 -2.100 1.876
H 1.883 1.032 -2.761
H -6.716 1.839 3.586
H 4.593 -1.001 4.066
H 2.291 -0.419 4.774
H 0.388 -0.833 3.305
H 5.310 -1.616 -1.223
H -4.555 -0.494 -0.640
H -2.243 4.966 -0.531
H 2.234 -0.158 -0.650
H -5.721 1.619 -0.456
H 0.241 4.817 -0.774
H 4.499 -5.368 0.633
H 2.297 -0.084 -4.938
*
```

Values from the calculation:
F_max (eV/Å): 0.72
Gap between HOMO and LUMO (eV): 3.59
ΔE to the lowest compared entry with this formula, charge and spin (kcal per mole): 26.1
LUMO (eV): 3.63

Results of the natural (NBO) charge analysis, in e, for atoms 1 through 5:
1. Pd -0.064
2. Br -0.011
3. P 0.855
4. O -0.592
5. N -0.334

=====

(7)
Formula: C7H8S2
Source: OMol25
Level of theory: the ωB97M-V functional and the def2-TZVPD basis

```
! wB97M-V def2-TZVPD RIJCOSX def2/J DEFGRID3
* xyz 0 1
S -0.637 -1.889 -0.424
S 2.573 -1.030 -0.667
C 2.353 1.374 0.747
C 1.592 0.425 -0.062
C -1.280 -0.680 -1.535
C -2.430 -0.299 0.444
C -2.201 0.153 -0.923
C 1.241 -1.038 0.448
C -1.708 -1.393 0.791
H 3.104 2.032 0.236
H -2.510 1.017 -1.567
H 1.530 1.997 1.346
H -0.881 -0.511 -2.491
H 2.955 0.786 1.411
H -3.010 0.052 1.195
H -1.560 -1.769 1.785
H 0.870 0.773 -0.737
*
```

Values from the calculation:
F_max (eV/Å): 3.39
Gap between HOMO and LUMO (eV): 7.48
ΔE to the lowest compared entry with this formula, charge and spin (kcal per mole): 119.5
LUMO (eV): -0.24

Results of the natural (NBO) charge analysis, in e, for atoms 1 through 5:
1. S 0.623
2. S 0.144
3. C -0.635
4. C -0.370
5. C -0.398

=====

(8)
Formula: C30H47Cl2CrN4O7SSi
Source: OMol25
Level of theory: the ωB97M-V functional and the def2-TZVPD basis

```
! wB97M-V def2-TZVPD RIJCOSX def2/J DEFGRID3
* xyz 0 4
Cr -0.005 0.272 -0.078
Cl -0.437 4.040 -4.149
Cl -0.473 1.886 -1.542
S -1.861 -0.228 4.162
Si -0.350 5.670 -2.833
O -1.523 -1.476 4.807
O -0.293 -1.082 -1.466
O -1.630 0.993 4.904
O 1.964 0.384 -0.584
O 0.781 -1.248 1.114
O -1.999 0.158 0.470
O 0.574 1.483 1.376
N -1.345 -0.165 2.618
N 0.038 3.173 2.787
N 0.154 -3.103 2.308
N 2.649 -0.875 -2.359
C -0.721 -2.789 -4.190
C -6.015 -0.509 2.461
C -5.886 -0.577 3.861
C 0.121 -5.149 -0.701
C -1.216 -1.760 -3.492
C -0.923 -3.998 2.708
C -1.209 -3.275 -1.415
C -3.541 -0.265 3.632
C -1.531 5.164 -1.475
C -1.053 -5.856 -0.413
C -2.382 -3.936 -1.058
C 1.076 2.821 3.745
C -2.301 -0.040 1.694
C -0.032 -2.173 1.377
C 0.037 -3.854 -1.216
C 2.473 -0.671 -1.053
C -0.068 2.545 1.626
C -4.631 -0.439 4.468
C -1.305 -1.858 -1.975
C -4.909 -0.298 1.642
C -0.898 7.337 -3.540
C 1.427 -3.264 2.993
C 1.492 6.034 -2.670
C 2.257 0.141 -3.333
C 3.123 -2.150 -2.880
C -3.654 -0.178 2.256
C -1.674 -0.462 -4.074
C -2.306 -5.255 -0.605
C -0.898 4.214 3.169
C -0.509 -2.825 -5.664
H 1.364 -0.200 -3.880
H 1.890 -4.215 2.685
H -0.230 7.709 -4.327
H -2.560 5.237 -1.859
H 2.087 -2.420 2.761
H -5.003 -0.229 0.560
H 3.610 -2.704 -2.067
H -1.681 4.262 2.408
H 1.800 6.670 -3.517
H -0.398 5.190 3.225
H 1.222 -3.318 4.071
H -1.399 4.117 -1.157
H -1.835 -3.742 2.156
H 1.667 1.998 3.339
H -4.484 -0.471 5.546
H -6.763 -0.744 4.484
H -3.320 -3.377 -1.153
H -1.921 7.361 -3.925
H -7.006 -0.620 2.022
H -2.307 -1.490 -1.706
H -0.831 8.034 -2.693
H 1.112 -5.576 -0.528
H 1.688 6.608 -1.755
H 2.127 5.137 -2.686
H 3.076 0.265 -4.055
H -0.984 -6.881 -0.033
H -0.644 -5.038 2.490
H -0.702 -1.859 -6.148
H 0.605 2.526 4.692
H -3.229 -5.798 -0.387
H -0.431 -3.713 -3.680
H 0.923 -3.258 -1.459
H 1.717 3.699 3.907
H -1.348 0.383 -3.448
H 0.527 -3.128 -5.876
H -0.978 -2.274 0.811
H -1.265 -0.339 -5.082
H -1.160 -3.582 -6.127
H -1.345 3.973 4.142
H -0.726 2.997 0.866
H -2.774 -0.416 -4.147
H 2.294 -2.752 -3.290
H 2.047 1.078 -2.805
H 3.833 -1.970 -3.698
H -1.099 -3.883 3.786
H 2.803 -1.489 -0.385
H -1.467 5.813 -0.592
*
```

Values from the calculation:
F_max (eV/Å): 1.99
Gap between HOMO and LUMO (alpha / beta) (eV): 8.36 / 8.32
ΔE to the lowest compared entry with this formula, charge and spin (kcal per mole): 0.0
<S²>: 3.774
LUMO (alpha / beta) (eV): 0.27 / 0.22

Results of the Mulliken charge analysis, in e, for atoms 1 through 5:
1. Cr -0.032
2. Cl -0.312
3. Cl -0.294
4. S 1.108
5. Si 0.671